[1]
{"formula": "C26H72N10O8P2", "method": "wB97M-V/def2-TZVPD", "e_homo_ev": -8.45, "smiles": "CN(C)P(=O)(N(C)C)N(C)C.CN(C)P(=O)(N(C)C)N(C)C.CNC(C)=O.CNC(C)=O.CNC(C)=O.CNC(C)=O.CO.CO", "total_charge": 0, "e_tot_ev": -77991.2860, "lumo_energy_ev": 0.450, "species": ["C", "C", "O", "N", "C", "H", "H", "H", "H", "H", "H", "H", "C", "C", "O", "N", "C", "H", "H", "H", "H", "H", "H", "H", "C", "C", "O", "N", "C", "H", "H", "H", "H", "H", "H", "H", "C", "C", "O", "N", "C", "H", "H", "H", "H", "H", "H", "H", "O", "P", "N", "C", "C", "N", "C", "C", "N", "C", "C", "H", "H", "H", "H", "H", "H", "H", "H", "H", "H", "H", "H", "H", "H", "H", "H", "H", "H", "O", "P", "N", "C", "C", "N", "C", "C", "N", "C", "C", "H", "H", "H", "H", "H", "H", "H", "H", "H", "H", "H", "H", "H", "H", "H", "H", "H", "H", "C", "O", "H", "H", "H", "H", "C", "O", "H", "H", "H", "H"], "xyz": [[8.67813, 10.33785, 18.85663], [7.47669, 9.63911, 18.20783], [6.33501, 9.82518, 18.66101], [7.65326, 8.88947, 17.12955], [8.89493, 8.84356, 16.39065], [8.17836, 11.18530, 19.39523], [9.38828, 10.63741, 18.05936], [9.01623, 9.67058, 19.62777], [6.78435, 8.50843, 16.82153], [9.74874, 8.55248, 16.98867], [9.20915, 9.80710, 16.08385], [8.91485, 8.07336, 15.64290], [6.24649, 7.28796, 20.85032], [7.63555, 7.85689, 21.24379], [8.72464, 7.24936, 21.17146], [7.61625, 9.15342, 21.68936], [8.79151, 9.79020, 22.26588], [5.43246, 7.46758, 21.58245], [6.32794, 6.20792, 20.75195], [5.97569, 7.87670, 19.95724], [6.75856, 9.69885, 21.56842], [9.15721, 9.34159, 23.16936], [8.46459, 10.82636, 22.47978], [9.62464, 9.89875, 21.52141], [12.93287, 11.45266, 18.04295], [12.64690, 11.19678, 16.60859], [11.49048, 11.08300, 16.21745], [13.65448, 10.93535, 15.76200], [15.07956, 11.16955, 15.86292], [12.87090, 10.41189, 18.44694], [12.21690, 12.04344, 18.60034], [13.94411, 11.72487, 18.21266], [13.40378, 10.70613, 14.80484], [15.55691, 10.77123, 16.75945], [15.46046, 12.21089, 15.77101], [15.65859, 10.66726, 15.10993], [12.26401, 7.05371, 22.78282], [12.33343, 7.76382, 21.49319], [12.65238, 8.96625, 21.34056], [12.11018, 6.98249, 20.39992], [12.22655, 7.49723, 19.06896], [13.25685, 6.56455, 22.93615], [11.45468, 6.36793, 22.72975], [12.08886, 7.73500, 23.60828], [11.45358, 6.22422, 20.58070], [13.23834, 7.78144, 18.78666], [11.59372, 8.38932, 19.08902], [11.78558, 6.76612, 18.36564], [12.23537, -0.02949, 16.57619], [11.53413, 1.14321, 17.08440], [9.88083, 0.76095, 17.01752], [9.62991, -0.51757, 17.64819], [8.91754, 1.80292, 17.37420], [11.54316, 2.56596, 16.14102], [11.22642, 2.20763, 14.76483], [12.85077, 3.21123, 16.08552], [12.06897, 1.75459, 18.51834], [12.46100, 0.77962, 19.53616], [11.51272, 2.97610, 19.02270], [10.09390, -0.59540, 18.60109], [10.02271, -1.36610, 17.05677], [8.54822, -0.66217, 17.78493], [8.93248, 2.12119, 18.42776], [7.89529, 1.38449, 17.17917], [9.16351, 2.71476, 16.82922], [11.13438, 3.10165, 14.13381], [11.95307, 1.53215, 14.29391], [10.26554, 1.70681, 14.66971], [13.24121, 3.49765, 17.08736], [13.57430, 2.54993, 15.64500], [12.81530, 4.08984, 15.42883], [11.54355, 0.36287, 19.86647], [13.12211, 0.03813, 19.15332], [13.03232, 1.21629, 20.31778], [11.02560, 3.63934, 18.20783], [12.30422, 3.48250, 19.54867], [10.79208, 2.80795, 19.78145], [7.70577, 5.87913, 15.17015], [8.01098, 5.46296, 13.75731], [7.42897, 6.26391, 12.43687], [6.08626, 5.96110, 12.02744], [7.77149, 7.73772, 12.35161], [7.55506, 3.89511, 13.54638], [7.98171, 3.19477, 12.30884], [7.25690, 2.96938, 14.61077], [9.70331, 5.63268, 13.56314], [10.44280, 5.76449, 12.31251], [10.49675, 5.92211, 14.73134], [6.02795, 6.10339, 10.94588], [5.32761, 6.68390, 12.47663], [5.77219, 4.95585, 12.24654], [7.72615, 8.01775, 11.32084], [8.79783, 7.98261, 12.75207], [7.08693, 8.23396, 12.99086], [7.12524, 2.73553, 11.80430], [8.28581, 3.96021, 11.58099], [8.81508, 2.54994, 12.49951], [8.17978, 2.37909, 14.71195], [7.00167, 3.42795, 15.59805], [6.45627, 2.35221, 14.22916], [11.12523, 4.91079, 12.24535], [9.81038, 5.73150, 11.38750], [11.03002, 6.64236, 12.28729], [9.90664, 5.91355, 15.63292], [10.93806, 6.88291, 14.54143], [11.30360, 5.15389, 14.82778], [8.61290, 5.66578, 18.59655], [9.44960, 5.19747, 19.68084], [8.83029, 5.10378, 17.70110], [7.55968, 5.64280, 18.85925], [8.90980, 6.71147, 18.38595], [9.27144, 5.90606, 20.35271], [6.56427, 3.16736, 19.74373], [7.43339, 3.58372, 20.73682], [5.57748, 3.19853, 20.19332], [6.43597, 4.00451, 18.95348], [6.75297, 2.14408, 19.42842], [8.22486, 3.92845, 20.31664]], "forces_ev_per_a": [[-1.78, 0.65, -0.76], [-0.79, 1.42, 1.10], [0.57, -0.42, 0.10], [0.74, -0.26, -0.03], [0.48, -0.81, 0.63], [0.86, -0.45, -0.64], [0.00, -0.06, 1.03], [0.85, -0.33, 0.00], [-0.16, -0.48, -0.73], [0.04, -0.31, 0.86], [-0.04, 0.98, -1.05], [-0.64, 0.03, -0.68], [0.66, 0.68, 0.37], [0.00, 0.51, 0.57], [-1.35, 0.66, 0.26], [-0.25, -1.07, -0.09], [-0.05, 1.68, -1.48], [0.80, 0.19, -0.09], [0.03, 0.07, -0.51], [-0.07, -0.71, -0.06], [0.63, -0.50, 0.11], [0.03, -0.48, 0.33], [0.34, -0.49, 0.14], [-0.60, -0.38, 0.75], [0.15, -1.83, 0.41], [-1.52, 0.21, -0.05], [-0.12, 0.04, -0.06], [1.74, -0.13, -1.52], [1.29, 0.71, 0.98], [-0.04, 0.66, 0.14], [-0.09, 0.20, -0.39], [0.84, 0.65, 0.30], [-0.59, 0.11, 0.53], [-0.50, 0.04, 0.37], [-0.87, -0.21, 0.17], [-0.41, -0.55, -0.79], [1.05, 0.30, 0.68], [0.78, 2.69, -1.82], [-0.34, -1.87, 0.57], [-0.03, -1.18, 1.26], [-1.41, 0.32, -0.21], [-0.92, 0.09, -0.02], [-0.50, -1.02, 0.24], [0.05, 0.17, -0.02], [0.49, 0.05, -0.55], [0.06, -0.18, 0.13], [0.17, 0.28, -0.73], [0.41, 0.34, 0.31], [1.07, -0.69, 0.11], [-1.35, 1.23, -0.96], [0.51, 0.86, 0.38], [-0.71, -1.06, -0.84], [-0.46, -0.33, 0.32], [0.38, -0.65, -0.38], [-0.81, 0.00, -1.13], [0.52, 0.72, 0.88], [0.47, -0.79, -0.71], [-0.25, 0.56, -0.88], [-0.37, 1.45, -1.06], [0.28, -0.12, 1.17], [-0.20, 0.58, 0.08], [0.27, 0.07, -0.10], [0.06, -0.38, 0.09], [0.77, 0.74, -0.10], [-0.42, -0.18, -0.31], [0.20, 0.03, 0.24], [0.17, 0.13, 0.21], [-0.07, -0.09, 0.34], [-0.48, -0.08, -0.69], [0.60, -0.49, -0.25], [-0.12, -0.10, 0.34], [-0.52, -0.84, 1.14], [0.16, -0.73, -0.75], [0.13, 0.85, 0.87], [1.09, -1.19, 1.44], [0.45, 0.79, -0.03], [-1.16, -0.32, 0.69], [-0.30, -0.07, -1.26], [1.97, 0.02, 1.94], [0.89, 0.69, 0.57], [-1.44, 1.69, -0.54], [1.28, -1.83, 0.77], [-0.01, 0.33, -1.46], [-0.91, 2.02, -0.12], [0.69, 0.15, 0.55], [-1.79, 0.10, -0.57], [-1.16, -1.82, -0.42], [0.85, -1.08, -0.46], [-0.16, -0.04, -0.09], [0.79, -0.84, -0.33], [0.15, -0.32, 0.25], [-0.23, 0.42, -0.55], [-0.98, -0.68, -0.49], [-0.85, 0.94, 0.27], [0.16, -0.55, 0.40], [0.21, -0.19, 0.23], [0.33, -0.71, 0.05], [-0.49, -0.36, 0.48], [0.17, -0.12, -1.11], [-0.35, -0.49, 0.36], [0.20, 0.05, -0.20], [0.27, 0.10, 1.05], [0.64, 1.25, 0.06], [-0.19, 0.10, 0.14], [0.58, 0.71, 0.48], [-0.45, 0.68, 0.04], [1.23, 0.95, 0.23], [-0.54, 0.45, -0.18], [-0.16, -0.41, -0.19], [-0.06, -0.06, -0.11], [-0.38, -0.33, -0.04], [0.02, -0.55, -0.04], [-1.57, 1.72, -0.58], [0.47, 0.03, 0.73], [-0.37, -0.43, 0.17], [0.55, -1.87, 0.44], [0.10, 0.11, -0.69], [0.62, 0.30, 0.04]]}

[2]
{"formula": "CH3FO2S", "method": "wB97M-V/def2-TZVPD", "relative_energy_kcal_mol": 7.84, "e_homo_ev": -11.54, "smiles": "CS(=O)(=O)F", "total_charge": 0, "e_tot_ev": -18732.1639, "lumo_energy_ev": 0.532, "species": ["C", "O", "O", "F", "S", "H", "H", "H"], "xyz": [[0.43430, 0.40691, -0.75197], [-1.71649, 0.38568, 0.62110], [0.19237, -0.41877, 1.95008], [-0.53155, -1.78930, 0.13690], [-0.40139, -0.29225, 0.68692], [1.33147, -0.29224, -0.67961], [-0.08934, 0.68845, -1.60139], [0.78063, 1.31152, -0.36202]], "forces_ev_per_a": [[3.23, -2.64, 3.79], [2.46, -1.95, 0.28], [1.68, -0.01, 0.49], [-0.06, 0.67, 0.23], [-5.89, 2.06, -2.45], [-0.83, 1.02, -1.59], [-1.36, -0.77, -1.56], [0.78, 1.63, 0.82]]}